No. 1
{
  "formula": "C4H8O2",
  "method": "ωB97M-V with the def2-TZVPD basis set",
  "species": ["O", "C", "C", "C", "O", "C", "H", "H", "H", "H", "H", "H", "H", "H"],
  "coordinates": [[1.08777, -0.78869, -1.67674], [0.52135, 0.22347, -0.86333], [-0.98340, -0.01040, -0.52166], [-0.99370, -0.18150, 1.02640], [0.33063, -0.58890, 1.33493], [1.14568, 0.27129, 0.53549], [0.96819, -1.63624, -1.22990], [0.68488, 1.14945, -1.42572], [-1.35372, -0.80640, -1.18416], [-1.57882, 0.87959, -0.69147], [-1.76656, -0.54550, 1.66391], [-1.33774, 0.82456, 1.53615], [1.09178, 1.28640, 0.95551], [2.18364, -0.07712, 0.54060]],
  "atomic_forces_ev_per_a": [[-0.193, -0.179, 0.110], [-0.265, 0.256, 0.374], [-0.348, 0.264, 0.310], [0.012, 2.404, 0.272], [-0.379, 0.256, 0.410], [0.021, 0.030, 0.038], [0.024, 0.050, -0.019], [-0.081, -0.161, 0.206], [-0.043, -0.025, 0.637], [-0.041, 0.123, -0.574], [-0.436, -2.758, -0.421], [1.945, -0.168, -1.297], [0.065, -0.049, -0.119], [-0.279, -0.043, 0.072]],
  "mulliken_charge": [-0.5592, 0.0646, -0.5227, -0.5171, -0.4072, -0.5869, 0.3472, 0.3683, 0.2705, 0.2735, 0.4216, 0.1989, 0.3218, 0.3268],
  "smiles": "O[C@H]1CCOC1",
  "relative_energy_ev": 2.110,
  "largest_force_ev_per_a": 2.8,
  "total_charge": 0,
  "homo_lumo_gap_ev": 10.8,
  "multiplicity": 1,
  "e_tot_ha": -307.63487,
  "homo_ev": -9.79
}

=====

No. 2
{
  "formula": "C4H8O2",
  "method": "ωB97M-V with the def2-TZVPD basis set",
  "species": ["C", "O", "C", "C", "O", "C", "H", "H", "H", "H", "H", "H", "H", "H"],
  "coordinates": [[-1.70784, 0.77839, 0.17083], [-1.60846, -0.64962, 0.22966], [-0.44573, -1.21579, 0.11305], [0.97183, -0.68047, 0.30151], [1.79416, -1.61981, 0.56877], [1.43731, 0.42664, -0.66554], [-1.41848, 1.13572, -0.81858], [-2.75112, 1.01074, 0.37701], [-1.05414, 1.21323, 0.93600], [0.53983, -0.14437, 1.26277], [-0.52661, -2.29963, 0.23312], [2.39983, 0.78097, -0.28868], [0.76333, 1.28415, -0.77039], [1.60609, -0.02014, -1.64954]],
  "atomic_forces_ev_per_a": [[0.008, 0.243, 0.027], [0.338, -0.228, -0.141], [-0.092, 0.044, 0.240], [-0.522, 0.302, -0.280], [0.160, -0.190, 0.113], [0.058, 0.065, -0.041], [-0.051, -0.055, 0.150], [0.148, -0.026, -0.037], [-0.079, -0.048, -0.110], [0.083, -0.036, -0.013], [0.022, 0.081, -0.048], [-0.130, -0.050, -0.045], [0.082, -0.146, 0.052], [-0.025, 0.043, 0.134]],
  "mulliken_charge": [-0.7077, -0.2845, -0.0144, 0.5038, -0.7509, -0.9404, 0.3205, 0.2353, 0.3478, 0.0209, 0.3945, 0.2996, 0.3268, 0.2486],
  "relative_energy_ev": 4.507,
  "largest_force_ev_per_a": 0.7,
  "total_charge": 0,
  "homo_lumo_gap_ev": [7.6, 7.6],
  "multiplicity": 1,
  "e_tot_ha": -307.54680,
  "homo_ev": [-8.04, -8.03]
}

=====

No. 3
{
  "formula": "C4H8O2",
  "method": "ωB97M-V with the def2-TZVPD basis set",
  "species": ["C", "C", "O", "C", "C", "O", "H", "H", "H", "H", "H", "H", "H", "H"],
  "coordinates": [[-0.39217, -1.26767, -1.48691], [0.07491, -0.85528, -0.07483], [0.97042, -1.56208, 0.35637], [0.12625, 1.66920, 0.27791], [-0.27369, 0.36498, 0.94638], [0.51229, 0.11803, 2.07179], [-1.45480, -1.14140, -1.69354], [0.17078, -0.78235, -2.29957], [-0.13665, -2.33365, -1.56911], [1.16225, 1.59784, -0.06600], [-0.54589, 1.87252, -0.56141], [-1.31220, 0.49045, 1.30898], [0.05469, 2.48247, 1.00822], [1.04382, -0.65306, 1.78170]],
  "atomic_forces_ev_per_a": [[-0.203, 0.155, 0.204], [0.383, -0.326, 0.384], [-0.251, 0.187, -0.138], [0.043, 0.047, -0.131], [-0.062, -0.290, -0.611], [0.010, -0.019, -0.036], [0.009, 0.191, 0.162], [-0.100, 0.235, 0.527], [-0.181, 0.346, 0.132], [-0.114, 0.141, -0.057], [0.166, 0.123, -0.004], [0.125, -0.689, -0.679], [-0.001, -0.153, -0.182], [0.176, 0.052, 0.429]],
  "mulliken_charge": [-1.1225, 0.7172, -0.5807, -1.2182, 0.1621, -0.5890, 0.3318, 0.2677, 0.3557, 0.2956, 0.3308, 0.2737, 0.3429, 0.4329],
  "smiles": "CC(=O)[C@H](C)O",
  "relative_energy_ev": 1.254,
  "largest_force_ev_per_a": 1.0,
  "total_charge": 0,
  "homo_lumo_gap_ev": 11.0,
  "multiplicity": 1,
  "e_tot_ha": -307.66635,
  "homo_ev": -10.12
}

=====

No. 4
{
  "formula": "C4H8O2",
  "method": "ωB97M-V with the def2-TZVPD basis set",
  "species": ["C", "C", "O", "C", "C", "O", "H", "H", "H", "H", "H", "H", "H", "H"],
  "coordinates": [[1.52872, 0.63064, 0.07153], [0.59913, -0.55810, 0.07487], [-0.03818, -0.87252, 1.31926], [-1.36901, -0.46508, 0.69027], [-0.72307, -0.33855, -0.69025], [-0.90851, 0.84798, -1.42146], [1.01162, 1.56752, 0.30919], [2.33746, 0.47933, 0.78922], [1.95147, 0.73679, -0.93373], [1.10720, -1.48064, -0.18465], [-1.13636, 0.32933, 1.40218], [-2.16381, -1.22322, 0.78588], [-0.92405, -1.15693, -1.39550], [-1.27258, 1.50343, -0.81682]],
  "atomic_forces_ev_per_a": [[0.093, -0.007, 0.099], [0.694, -0.240, -0.422], [0.121, -1.430, -0.678], [1.400, -0.686, 1.058], [0.240, -0.211, 0.201], [-0.167, 0.136, 0.270], [0.055, -0.201, 0.030], [-0.022, 0.046, -0.056], [-0.007, 0.014, 0.177], [0.425, 0.042, -0.628], [-2.976, 1.591, -0.839], [0.210, 0.728, 0.469], [-0.162, 0.120, 0.446], [0.097, 0.099, -0.127]],
  "mulliken_charge": [-1.1645, 0.3396, -0.4512, -0.5950, -0.0741, -0.5380, 0.2341, 0.3587, 0.3012, 0.3240, 0.3775, 0.2167, 0.3337, 0.3372],
  "smiles": "C[C@H]1OC[C@H]1O",
  "relative_energy_ev": 3.240,
  "largest_force_ev_per_a": 3.5,
  "total_charge": 0,
  "homo_lumo_gap_ev": 10.3,
  "multiplicity": 1,
  "e_tot_ha": -307.59337,
  "homo_ev": -9.43
}

=====

No. 5
{
  "formula": "C4H8O2",
  "method": "ωB97M-V with the def2-TZVPD basis set",
  "species": ["C", "C", "C", "C", "H", "H", "H", "H", "H", "H", "H", "H", "O", "O"],
  "coordinates": [[-1.05982, -0.03359, 0.31216], [-0.07179, 1.13620, 0.00264], [1.05894, 0.09372, 0.44424], [0.08609, -1.00009, 0.12615], [-3.16186, -0.29504, 0.24746], [-1.50565, 0.00173, 1.27930], [-0.15054, 2.13380, 0.52120], [0.01741, 1.17950, -1.14056], [1.28027, 0.22211, 1.44435], [2.86708, 0.52965, -0.29934], [0.20275, -1.22844, -0.95626], [-0.06967, -1.94374, 0.63128], [-2.18420, -0.05248, -0.47794], [2.23915, -0.16965, -0.40188]],
  "atomic_forces_ev_per_a": [[0.258, 1.675, 0.212], [0.980, -0.477, -0.756], [0.241, -0.164, -3.202], [-1.405, -1.091, -0.866], [4.737, 1.101, -3.697], [1.004, 0.041, 1.481], [0.066, -1.052, -0.717], [-0.308, 0.392, 1.606], [0.870, 0.090, 2.132], [0.612, 0.747, 0.169], [-0.128, 0.215, 0.591], [0.726, -0.217, 0.472], [-6.018, -1.506, 1.578], [-1.635, 0.248, 0.996]],
  "mulliken_charge": [0.1294, -0.7586, 0.0436, -0.8339, 0.3835, 0.4149, 0.2999, 0.2443, 0.4212, 0.2770, 0.2176, 0.3405, -0.6389, -0.5406],
  "relative_energy_ev": 3.501,
  "largest_force_ev_per_a": 6.4,
  "total_charge": 0,
  "homo_lumo_gap_ev": 10.2,
  "multiplicity": 1,
  "e_tot_ha": -307.58379,
  "homo_ev": -9.79
}

=====

No. 6
{
  "formula": "C4H8O2",
  "method": "ωB97M-V with the def2-TZVPD basis set",
  "species": ["C", "O", "C", "C", "O", "C", "H", "H", "H", "H", "H", "H", "H", "H"],
  "coordinates": [[-0.50894, 0.18222, 2.01791], [0.36490, 0.46792, 0.95281], [0.23607, -0.41095, -0.14600], [-0.92208, -0.13312, -1.10211], [0.23277, 0.64470, -2.12255], [1.18912, 0.04266, -1.23882], [-1.56157, 0.29624, 1.72275], [-0.36619, -0.83837, 2.40458], [-0.29825, 0.89305, 2.82144], [0.33334, -1.44767, 0.20361], [-1.65404, 0.58815, -0.70367], [-0.65402, -0.34720, -2.21841], [1.84670, 0.83497, -0.89647], [1.76220, -0.77261, -1.69506]],
  "atomic_forces_ev_per_a": [[-0.240, -0.062, 0.193], [-0.068, 0.078, -0.182], [0.151, -0.238, -0.441], [0.831, 1.112, -0.555], [0.172, 0.985, 0.816], [0.658, 0.050, 0.286], [0.090, -0.031, 0.033], [0.027, 0.112, -0.105], [-0.001, -0.102, -0.179], [-0.088, 0.079, -0.076], [0.134, -0.348, -0.660], [-1.887, -1.690, 0.796], [0.320, -0.112, 0.182], [-0.100, 0.167, -0.108]],
  "mulliken_charge": [-0.6995, -0.3603, 0.1929, -0.6135, -0.4361, -0.4991, 0.2708, 0.3022, 0.2479, 0.3729, 0.1481, 0.5311, 0.3125, 0.2301],
  "smiles": "COC1COC1",
  "relative_energy_ev": 5.358,
  "largest_force_ev_per_a": 2.7,
  "total_charge": 0,
  "homo_lumo_gap_ev": 10.2,
  "multiplicity": 1,
  "e_tot_ha": -307.51553,
  "homo_ev": -9.15
}

=====

No. 7
{
  "formula": "C4H8O2",
  "method": "ωB97M-V with the def2-TZVPD basis set",
  "species": ["C", "C", "C", "O", "C", "O", "H", "H", "H", "H", "H", "H", "H", "H"],
  "coordinates": [[1.45914, 0.04382, -0.72845], [0.08464, -0.38590, -0.08687], [-0.06082, 0.22094, 1.26906], [-1.13292, -0.34704, 1.97996], [-1.33935, -0.01912, -1.00470], [-0.78285, 0.10131, -2.06420], [1.64954, -0.39675, -1.71108], [2.29529, -0.28431, -0.07476], [1.56071, 1.13118, -0.82896], [0.05729, -1.47809, -0.08744], [0.84182, 0.06334, 1.85975], [-0.18920, 1.30766, 1.12354], [-1.93887, -0.05620, 1.53630], [-2.50441, 0.09916, -1.18216]],
  "atomic_forces_ev_per_a": [[-0.682, 0.039, -0.005], [-1.197, 0.001, 0.513], [0.362, 0.088, 0.228], [-0.469, 0.173, 0.184], [3.036, -0.233, -1.490], [-1.245, 0.664, -2.653], [-0.320, 0.069, 0.217], [-0.724, 0.020, -0.081], [-0.217, -0.168, 0.003], [-0.069, 0.044, 0.431], [-0.034, 0.018, 0.137], [0.080, -0.143, 0.271], [-0.023, -0.166, 0.217], [1.503, -0.407, 2.028]],
  "mulliken_charge": [-1.3631, 0.5509, -0.7016, -0.5107, -0.1752, -0.4254, 0.3604, 0.4013, 0.3211, 0.2102, 0.3605, 0.3187, 0.3161, 0.3368],
  "smiles": "C[C@H](C=O)CO",
  "relative_energy_ev": 3.318,
  "largest_force_ev_per_a": 3.4,
  "total_charge": 0,
  "homo_lumo_gap_ev": 9.8,
  "multiplicity": 1,
  "e_tot_ha": -307.59048,
  "homo_ev": -8.99
}

=====

No. 8
{
  "formula": "C4H8O2",
  "method": "ωB97M-V with the def2-TZVPD basis set",
  "species": ["C", "C", "O", "C", "C", "O", "H", "H", "H", "H", "H", "H", "H", "H"],
  "coordinates": [[-0.78537, -1.11037, -0.16847], [-1.50176, 0.17260, 0.03035], [-0.41277, 1.03740, -0.81588], [0.79186, 1.05292, -0.03102], [1.31034, -0.36016, 0.30599], [0.28592, -1.22373, 0.75644], [-1.31883, -2.06658, -0.28809], [-0.39305, -0.47846, -1.12047], [-2.47316, 0.20671, -0.48196], [-1.49533, 0.66598, 0.99931], [0.56191, 1.61266, 0.87947], [1.59175, 1.59435, -0.56321], [2.07226, -0.30433, 1.09150], [1.76624, -0.79899, -0.59396]],
  "atomic_forces_ev_per_a": [[0.536, 0.407, -1.209], [1.085, 1.697, -0.932], [-1.427, 0.892, 1.454], [-0.231, 0.062, 0.343], [0.210, 0.187, -0.119], [-0.018, -0.047, -0.186], [0.102, 0.594, 0.194], [-0.127, -3.847, 0.261], [0.535, 0.385, -0.003], [-0.219, -0.266, 0.138], [0.207, -0.052, 0.164], [-0.505, -0.135, -0.063], [-0.133, 0.059, -0.131], [-0.014, 0.064, 0.088]],
  "mulliken_charge": [-0.4887, -0.3765, -0.4730, -0.3622, -0.4757, -0.4152, 0.3713, 0.3639, 0.2587, 0.2740, 0.3033, 0.3139, 0.3602, 0.3460],
  "smiles": "C1COCCO1",
  "relative_energy_ev": 3.694,
  "largest_force_ev_per_a": 3.9,
  "total_charge": 0,
  "homo_lumo_gap_ev": 10.5,
  "multiplicity": 1,
  "e_tot_ha": -307.57667,
  "homo_ev": -9.37
}

=====

No. 9
{
  "formula": "C4H8O2",
  "method": "ωB97M-V with the def2-TZVPD basis set",
  "species": ["C", "C", "O", "C", "C", "O", "H", "H", "H", "H", "H", "H", "H", "H"],
  "coordinates": [[-1.65285, -0.25882, -0.48056], [-0.28107, 0.33138, -0.29788], [-0.24789, 1.30566, 0.74465], [0.68788, -0.70722, 0.11121], [2.10309, 0.04369, 0.25254], [2.46484, -0.74069, 1.10005], [-2.35048, 0.51316, -0.80372], [-1.62867, -1.04929, -1.23852], [-2.00771, -0.68527, 0.46514], [0.11405, 0.76179, -1.22660], [-0.78314, 2.05505, 0.45703], [0.83149, -1.54324, -0.57855], [0.30974, -1.14987, 1.07811], [2.44071, 1.12367, 0.41710]],
  "atomic_forces_ev_per_a": [[-0.416, 0.140, -0.157], [-0.669, -0.282, -0.744], [-0.183, 0.221, -0.197], [-0.544, 1.382, -1.600], [-3.006, -2.071, 3.877], [4.976, -0.011, 1.250], [-0.249, -0.064, -0.015], [-0.054, 0.141, 0.081], [0.059, 0.087, -0.152], [-0.375, 0.211, -0.115], [0.058, -0.054, 0.154], [-0.255, 0.372, -0.197], [1.035, 0.746, -0.739], [-0.377, -0.818, -1.446]],
  "mulliken_charge": [-1.3043, 0.4078, -0.5392, -0.7099, -0.0009, -0.4089, 0.3790, 0.3278, 0.3339, 0.2290, 0.3268, 0.3930, 0.2869, 0.2788],
  "smiles": "C[C@@H](O)CC=O",
  "relative_energy_ev": 3.439,
  "largest_force_ev_per_a": 5.3,
  "total_charge": 0,
  "homo_lumo_gap_ev": 9.4,
  "multiplicity": 1,
  "e_tot_ha": -307.58606,
  "homo_ev": -8.67
}

=====

No. 10
{
  "formula": "C4H8O2",
  "method": "ωB97M-V with the def2-TZVPD basis set",
  "species": ["C", "C", "O", "C", "C", "O", "H", "H", "H", "H", "H", "H", "H", "H"],
  "coordinates": [[-0.70537, -1.03986, -1.22060], [-0.74781, 0.06167, -0.18968], [-0.74659, -0.40540, 1.17718], [0.23541, 0.57653, 1.53993], [0.53120, 0.88835, 0.06677], [1.73214, 0.37029, -0.44245], [0.10336, -1.74663, -1.01239], [-1.64941, -1.59284, -1.23520], [-0.53777, -0.60741, -2.21267], [-1.61818, 0.71271, -0.35996], [1.06777, 0.15015, 2.11437], [-0.20351, 1.41101, 2.10288], [0.49683, 1.93466, -0.24341], [1.86226, -0.51211, -0.07071]],
  "atomic_forces_ev_per_a": [[-0.005, -0.032, 0.022], [-0.094, -0.002, -0.352], [-0.101, -0.123, 0.046], [0.240, 0.199, 0.201], [-0.153, 0.242, 0.046], [0.082, -0.223, 0.091], [-0.098, 0.096, -0.030], [0.124, 0.072, 0.029], [-0.039, -0.063, 0.121], [0.119, -0.065, 0.028], [-0.124, 0.043, -0.091], [0.038, -0.118, -0.082], [-0.018, -0.134, 0.080], [0.029, 0.108, -0.109]],
  "mulliken_charge": [-1.2632, 0.3125, -0.4294, -0.4474, -0.0903, -0.5682, 0.2698, 0.3484, 0.3217, 0.2945, 0.2596, 0.2434, 0.3965, 0.3521],
  "smiles": "C[C@H]1OC[C@H]1O",
  "relative_energy_ev": 1.852,
  "largest_force_ev_per_a": 0.4,
  "total_charge": 0,
  "homo_lumo_gap_ev": 10.9,
  "multiplicity": 1,
  "e_tot_ha": -307.64438,
  "homo_ev": -9.95
}

=====

What did the third record say?
{
  "formula": "C4H8O2",
  "method": "ωB97M-V with the def2-TZVPD basis set",
  "species": ["C", "C", "O", "C", "C", "O", "H", "H", "H", "H", "H", "H", "H", "H"],
  "coordinates": [[-0.39217, -1.26767, -1.48691], [0.07491, -0.85528, -0.07483], [0.97042, -1.56208, 0.35637], [0.12625, 1.66920, 0.27791], [-0.27369, 0.36498, 0.94638], [0.51229, 0.11803, 2.07179], [-1.45480, -1.14140, -1.69354], [0.17078, -0.78235, -2.29957], [-0.13665, -2.33365, -1.56911], [1.16225, 1.59784, -0.06600], [-0.54589, 1.87252, -0.56141], [-1.31220, 0.49045, 1.30898], [0.05469, 2.48247, 1.00822], [1.04382, -0.65306, 1.78170]],
  "atomic_forces_ev_per_a": [[-0.203, 0.155, 0.204], [0.383, -0.326, 0.384], [-0.251, 0.187, -0.138], [0.043, 0.047, -0.131], [-0.062, -0.290, -0.611], [0.010, -0.019, -0.036], [0.009, 0.191, 0.162], [-0.100, 0.235, 0.527], [-0.181, 0.346, 0.132], [-0.114, 0.141, -0.057], [0.166, 0.123, -0.004], [0.125, -0.689, -0.679], [-0.001, -0.153, -0.182], [0.176, 0.052, 0.429]],
  "mulliken_charge": [-1.1225, 0.7172, -0.5807, -1.2182, 0.1621, -0.5890, 0.3318, 0.2677, 0.3557, 0.2956, 0.3308, 0.2737, 0.3429, 0.4329],
  "smiles": "CC(=O)[C@H](C)O",
  "relative_energy_ev": 1.254,
  "largest_force_ev_per_a": 1.0,
  "total_charge": 0,
  "homo_lumo_gap_ev": 11.0,
  "multiplicity": 1,
  "e_tot_ha": -307.66635,
  "homo_ev": -10.12
}